# 1
Formula: C2H5B
Source: the Open Molecules 2025 dataset
Level of theory: ωB97M-V/def2-TZVPD

Structure (ORCA input):
```
! wB97M-V def2-TZVPD RIJCOSX def2/J DEFGRID3
* xyz 0 1
B 1.248 0.005 0.053
C -1.274 -0.008 0.306
C -0.138 -0.415 -0.381
H 1.580 0.991 0.507
H 2.256 -1.207 0.029
H -2.085 -0.531 -0.034
H -1.482 0.685 1.130
H -0.340 -1.145 -1.215
*
```

Output
- electronic energy (a.u.) = -103.93783
- relative energy (zero: lowest compared OMol25 entry of this formula, charge and spin) (kcal/mol) = 34.2
- orbital gap (eV) = 9.6
- highest occupied orbital energy (eV) = -9.8382

***

# 2
Formula: C5H10O
Source: the Open Molecules 2025 dataset
Level of theory: ωB97M-V/def2-TZVPD

Structure (ORCA input):
```
! wB97M-V def2-TZVPD RIJCOSX def2/J DEFGRID3
* xyz 0 1
O 2.137 0.989 -0.067
C 1.912 -0.407 -0.060
C 0.481 -0.782 -0.422
C -0.579 -0.199 0.489
C -1.971 -0.166 -0.067
C -1.206 1.115 0.093
H 1.581 1.373 0.623
H 2.176 -0.847 0.916
H 2.599 -0.825 -0.802
H 0.387 -1.876 -0.421
H 0.274 -0.449 -1.447
H -0.463 -0.419 1.551
H -2.128 -0.575 -1.062
H -2.789 -0.325 0.630
H -0.785 1.605 -0.781
H -1.627 1.789 0.829
*
```

Output
- electronic energy (a.u.) = -271.71032
- SMILES = OCCC1CC1
- relative energy (zero: lowest compared OMol25 entry of this formula, charge and spin) (kcal/mol) = 26.5
- orbital gap (eV) = 11.1
- highest occupied orbital energy (eV) = -10.0158

***

# 3
Formula: C45H47FN5O2RuS2
Source: the Open Molecules 2025 dataset
Level of theory: ωB97M-V/def2-TZVPD

Structure (ORCA input):
```
! wB97M-V def2-TZVPD RIJCOSX def2/J DEFGRID3
* xyz -1 1
Ru -0.205 -0.281 -0.464
C -0.257 3.115 -0.434
C -1.250 2.357 0.425
N -1.942 1.541 -0.285
N -2.880 0.751 0.359
C -3.120 -0.332 -0.301
S -2.350 -0.956 -1.723
S -4.378 -1.402 0.350
C -4.740 -0.663 1.974
C -5.949 0.229 2.008
C -7.161 -0.237 2.504
C -8.283 0.580 2.531
C -8.202 1.882 2.063
C -6.992 2.357 1.571
C -5.875 1.541 1.542
C -1.118 2.369 1.894
C -1.275 3.536 2.627
C -1.065 3.572 3.997
C -0.666 2.395 4.627
C -0.454 1.236 3.909
C -0.634 1.173 2.505
O -0.343 0.103 1.848
H -0.787 3.930 -0.950
H -0.427 1.882 -2.026
H 0.525 3.564 0.158
H -3.845 -0.114 2.265
H -4.876 -1.504 2.656
H -7.226 -1.255 2.871
H -9.219 0.199 2.918
H -9.073 2.524 2.083
H -6.919 3.374 1.206
H -4.929 1.895 1.154
H -1.594 4.436 2.109
H -1.216 4.484 4.558
H -0.507 2.389 5.700
H -0.120 0.334 4.409
C 2.477 2.084 1.076
C 3.000 3.070 0.025
C 2.666 4.553 0.352
C 2.738 2.748 -1.448
C 3.877 2.839 -2.251
C 3.852 2.672 -3.620
C 2.635 2.455 -4.234
C 1.464 2.363 -3.498
C 0.159 2.296 -4.281
C -0.690 1.024 -4.078
C -0.680 3.563 -4.076
C 1.515 2.445 -2.087
N 0.310 2.163 -1.395
H 2.280 2.590 2.022
H 3.215 1.306 1.257
H 1.565 1.571 0.783
H 4.088 3.006 0.094
H 1.952 4.640 1.172
H 2.255 5.079 -0.510
H 3.563 5.090 0.659
H 4.821 3.044 -1.762
H 4.765 2.730 -4.199
H 2.577 2.365 -5.313
H 0.470 2.308 -5.330
H -1.690 1.246 -3.702
H -0.247 0.329 -3.362
H -0.813 0.477 -5.014
H -1.189 3.562 -3.111
H -1.453 3.629 -4.844
H -0.063 4.462 -4.130
C 1.196 -5.972 2.282
N 1.514 -4.592 1.917
N 0.860 -4.175 0.747
C 0.280 -2.936 0.942
O -0.274 -2.331 0.026
C 0.513 -2.601 2.330
C 1.207 -3.617 2.870
C 1.665 -3.809 4.274
C 1.247 -4.705 -0.506
C 2.498 -5.295 -0.648
C 2.877 -5.804 -1.880
C 2.024 -5.714 -2.968
C 0.784 -5.110 -2.817
C 0.380 -4.607 -1.591
H 1.381 -6.615 1.425
H 0.151 -6.075 2.590
H 1.854 -6.279 3.092
H 0.175 -1.669 2.754
H 1.530 -2.884 4.829
H 2.720 -4.085 4.303
H 1.098 -4.593 4.780
H 3.179 -5.317 0.191
H 3.856 -6.253 -1.989
H 2.328 -6.101 -3.932
H 0.114 -5.020 -3.662
H -0.578 -4.123 -1.476
F 5.582 -1.649 -1.979
C 4.277 -1.363 -1.674
C 3.916 -1.208 -0.354
C 2.588 -0.910 -0.064
C 1.608 -0.754 -1.059
C 2.039 -0.951 -2.378
C 3.362 -1.245 -2.696
H 4.661 -1.310 0.426
H 2.311 -0.773 0.974
H 1.327 -0.887 -3.193
H 3.681 -1.382 -3.721
*
```

Output
- electronic energy (a.u.) = -3158.33336
- orbital gap (spin up / spin down) (eV) = 6.0 / 6.2
- highest occupied orbital energy (spin up / spin down) (eV) = -3.6898 / -3.9283

***

# 4
Formula: C2H6N4OS
Source: the Open Molecules 2025 dataset
Level of theory: ωB97M-V/def2-TZVPD

Structure (ORCA input):
```
! wB97M-V def2-TZVPD RIJCOSX def2/J DEFGRID3
* xyz 0 1
N 1.030 -1.286 -0.111
N 0.617 -0.839 1.206
C -0.097 0.210 1.093
C -0.466 0.705 -0.206
N -1.665 0.504 -0.699
S -2.780 -0.363 0.078
N 0.452 1.456 -0.888
O 1.716 1.156 -0.635
H 1.622 -2.085 -0.012
H 0.256 -1.470 -0.775
H -0.348 0.726 1.949
H -2.372 -0.374 1.524
H 0.276 1.472 -1.849
H 1.759 0.188 -0.675
*
```

Output
- electronic energy (a.u.) = -772.10522
- SMILES = N/N=C\C(=N/S)NO
- relative energy (zero: lowest compared OMol25 entry of this formula, charge and spin) (kcal/mol) = 121.1
- orbital gap (eV) = 8.8
- highest occupied orbital energy (eV) = -8.0882

***

> electronic energy of number 1 (C2H5B)?

-103.93783 a.u.

***

> The lowest electronic energy belongs to which entry?

C45H47FN5O2RuS2

***

> Among the records above, which one has the highest electronic energy?

C2H5B